Density functional theory data (the ωB97M-V functional and the def2-TZVPD basis) for a 12-piece molecular cluster, C12H48O12 overall in a non-equilibrium geometry.

```
72
Properties=species:S:1:pos:R:3:forces:R:3:mulliken_charge:R:1
C -1.12273 -0.65834 4.43225 0.8817 0.6545 -0.0018 -0.2202
O -1.42577 0.51222 3.67713 -0.1135 -0.2424 0.3021 -0.5317
H -0.73859 -1.43058 3.75881 -0.4151 -0.3138 0.2451 -0.1935
H -0.29757 -0.42808 5.12356 -0.1107 0.0111 -0.0734 0.2479
H -1.95407 -0.97828 5.06214 -0.1755 -0.1858 -0.3981 0.3029
H -1.31174 0.29056 2.74563 -0.1558 0.1582 -0.1886 0.4195
C 2.57297 -1.02326 2.32065 -0.6293 0.6959 0.3971 -0.7400
O 1.70290 -1.64943 1.36471 0.4079 -0.2367 0.3577 -0.2334
H 2.75252 -0.01524 1.94509 0.1562 -0.0859 -0.0009 0.3172
H 2.04140 -0.91391 3.27165 0.1319 -0.0517 0.0141 0.2723
H 3.52372 -1.52194 2.50846 -0.0910 -0.2699 -0.3405 0.3159
H 1.57436 -2.56999 1.64654 0.2467 -0.0398 -0.2949 0.0217
C 0.17236 -4.03960 2.75650 0.0917 -1.5382 0.3348 -0.5989
O 1.41385 -4.46079 2.16175 -0.1598 0.5925 -0.3487 -0.6451
H 0.42026 -3.60919 3.73017 -0.4540 0.5464 -0.2769 0.3032
H -0.39734 -3.44421 2.04359 0.2802 0.4940 0.3024 0.0658
H -0.47457 -4.90105 2.95327 0.0870 0.0552 0.0271 0.4721
H 1.57325 -5.39406 2.30087 -0.0642 -0.0751 0.0723 0.3161
C 4.21766 -1.48270 -1.29029 0.2659 0.1336 1.3001 -0.8289
O 2.93508 -0.91366 -1.01797 -0.2188 -0.2167 -0.1609 -0.1379
H 4.72605 -1.70779 -0.34270 0.0167 0.1303 -0.0469 0.3336
H 4.18778 -2.43979 -1.81098 -0.2502 0.2962 -0.4922 0.2765
H 4.80760 -0.69994 -1.76523 0.0888 -0.3515 -0.4090 0.2968
H 2.60745 -1.20600 -0.14567 0.0608 -0.0465 -0.3631 0.2472
C -0.18675 0.53854 -0.05204 -0.1535 0.0644 -0.7416 -0.2316
O -0.82992 -0.28594 0.91040 0.5912 -0.1362 0.2495 -0.3873
H 0.39460 -0.02474 -0.78963 0.1415 -0.2609 0.3210 -0.1226
H -0.94787 1.02576 -0.66414 -0.1198 0.2245 0.3671 0.2127
H 0.47108 1.27433 0.41307 -0.0935 0.1287 0.0314 0.3060
H -0.08748 -0.74291 1.34837 -0.2662 -0.1762 -0.2333 0.1307
C 0.72866 -4.18508 -1.63621 0.0645 0.1794 0.0886 -0.2495
O 1.75238 -3.37419 -2.18995 0.0794 -0.1633 0.2224 -0.5216
H 0.90274 -5.22009 -1.92280 -0.0338 0.0456 -0.2903 0.2958
H 0.73614 -4.18426 -0.54075 -0.0153 0.1814 0.0203 -0.0488
H -0.23947 -3.83841 -2.00323 -0.1850 -0.2536 0.0874 0.2598
H 1.74635 -2.52449 -1.73039 0.1328 0.0793 -0.1560 0.2791
C -1.25164 2.97895 -3.57693 -0.1430 0.1769 0.0023 -0.1129
O -1.98099 3.79132 -4.48913 -0.2549 -0.0943 0.3477 -0.5839
H -1.57241 3.09409 -2.53668 -0.0179 0.2704 -0.1008 -0.0428
H -1.44085 1.93285 -3.81564 0.2377 0.0159 -0.3192 0.3006
H -0.19548 3.24118 -3.65428 0.1214 -0.3449 0.1611 0.1135
H -2.13608 4.63621 -4.05383 0.0517 0.0070 -0.0664 0.3197
C -3.75519 -2.51414 2.09393 0.3887 0.5821 -1.9871 -0.4101
O -3.12183 -3.76605 2.27165 0.2184 -0.2057 0.8284 -0.5176
H -3.07011 -1.70958 1.78401 0.3832 -0.1134 0.7490 -0.0416
H -4.36136 -2.53754 1.17755 -0.7198 -0.1879 0.5495 0.3699
H -4.30459 -2.21785 2.97751 -0.0972 -0.2317 0.0533 0.3066
H -2.75511 -4.08899 1.44765 -0.1376 0.1915 -0.2154 0.2753
C 2.01113 3.49396 -1.55374 1.5540 -0.1847 -0.0326 -0.3011
O 1.98414 4.92226 -1.52558 -0.2659 -0.2970 0.2054 -0.5884
H 2.08389 3.11433 -2.57425 -0.8045 -0.0621 0.0198 0.2137
H 2.95673 3.11713 -1.13556 -0.1234 0.1720 0.2956 0.3957
H 1.23169 3.08191 -0.92021 -0.3916 0.1006 -0.3870 -0.0288
H 2.87982 5.21549 -1.70660 -0.0916 0.2345 -0.0467 0.3078
C -4.12779 1.25919 1.22062 1.1085 -0.0503 -0.4718 -0.0944
O -5.18808 1.14325 0.29203 -0.1486 0.0721 -0.0446 -0.5424
H -3.65361 2.25270 1.20122 -0.4918 0.0657 0.3285 0.2352
H -4.49166 1.00089 2.21267 0.0039 0.1474 -0.0699 0.2901
H -3.28616 0.59687 0.95207 -0.3495 -0.1937 0.2322 -0.1400
H -4.86545 1.44554 -0.56236 -0.0954 -0.0407 0.0306 0.2910
C 1.50146 0.68340 -3.82271 0.4756 0.0291 0.7090 -0.2652
O 2.85830 1.00766 -3.54494 0.3201 0.3338 -0.3814 -0.5915
H 1.15463 1.37343 -4.58679 0.0349 -0.1384 -0.1601 0.3167
H 1.41832 -0.35741 -4.14041 -0.2480 0.0509 -0.0816 0.3717
H 0.90995 0.86331 -2.91846 -0.2481 -0.2013 -0.1346 -0.1478
H 3.18962 0.48830 -2.80704 -0.3776 -0.1856 0.0958 0.2895
C -1.32161 4.61348 -0.17011 -0.0295 0.9011 0.5357 -0.3939
O -0.97182 5.49090 -1.24559 0.1777 -0.9452 0.4064 -0.5255
H -1.41281 3.56019 -0.44423 0.0201 -0.0013 -0.1853 -0.0487
H -0.58854 4.71927 0.63732 0.0742 -0.2566 -0.0542 0.3471
H -2.25602 4.95949 0.27320 -0.1543 -0.1124 -0.2699 0.2999
H -0.01779 5.34055 -1.32899 0.0003 0.4697 -0.4648 0.3308
```
Positions in Å, forces in eV/Å.

Results
Energy relative to the best compared isomer or geometry (same formula, charge and spin)   517.9 kJ/mol
LUMO energy   0.08 eV
Largest force on an atom   2.11 eV/A
Frontier orbital gap   10.2 eV
SMILES   CO.CO.CO.CO.CO.CO.CO.CO.CO.CO.CO.CO
E_tot   -1388.6519 Ha

***

Density functional theory data (the ωB97M-V functional and the def2-TZVPD basis) for a single C5H7NO molecule in a non-equilibrium geometry.

```
14
Properties=species:S:1:pos:R:3:forces:R:3:mulliken_charge:R:1
C 1.25813 0.14392 -0.88683 0.5110 -0.1520 -0.2604 -0.7304
C -0.20356 -0.16591 -0.75111 -0.0010 0.1310 -0.4126 -0.1187
C -0.59426 -1.31541 0.17295 0.0380 0.2382 -0.4847 -0.5910
O -0.41119 -0.81996 1.50474 0.1236 0.2674 -0.0047 -0.3215
C -0.59646 0.53110 1.50341 -0.2787 0.4060 1.2389 0.1622
N 0.28785 1.40659 1.26494 -0.7263 -0.0417 -0.0089 -0.5766
C 0.46633 1.14252 -0.15638 -0.2949 -0.5801 -0.8073 -0.0880
H 1.93340 -0.46562 -0.29853 0.0407 -0.0944 -0.1530 0.2498
H 1.58015 0.43445 -1.87646 0.3564 -0.0399 0.0154 0.2884
H -0.90443 0.02304 -1.55369 0.3417 -0.1400 -0.3149 0.3945
H 0.05720 -2.19315 0.07162 -0.1321 0.2804 -0.0321 0.2810
H -1.63559 -1.65587 0.05011 0.2289 0.3007 -0.1257 0.2936
H -1.65494 0.80970 1.53971 -0.2220 -0.0238 1.3630 0.4264
H 0.23417 2.07975 -0.67709 0.0147 -0.5518 -0.0131 0.3303
```
Positions in Å, forces in eV/Å.

Results
Energy relative to the best compared isomer or geometry (same formula, charge and spin)   436.7 kJ/mol
LUMO energy   0.48 eV
Largest force on an atom   1.38 eV/A
Frontier orbital gap   9.0 eV
SMILES   C1=N[C@H]2C[C@H]2CO1
E_tot   -324.5581 Ha